No. 1
This record from the Open Molecules 2025 dataset describes 5 unconnected molecules or ions with the total composition C42H50F3NO19Si. The level of theory is ωB97M-V/def2-TZVPD.

Computed properties:
SMILES string: COCCCCC[C@H]1[C@H](CCC(F)(F)F)NC(=O)[C@@H]1CCO[Si](C)(C)C.O=C1C=C(O)C(=O)C=C1O.O=C1C=C(O)C(=O)C=C1O.O=C1C=C(O)C(=O)C=C1O.O=C1C=C(O)C(=O)C=C1O
HOMO in hartree: -0.353
Frontier orbital gap in Eh: 0.2862

```
116
Properties=species:S:1:pos:R:3:mulliken_charge:R:1
C 3.076 1.444 0.877 -0.2290
O 3.223 0.304 0.009 -0.3764
C 3.192 0.682 -1.388 -0.3905
C 4.450 1.561 -1.816 -0.4053
C 4.311 2.294 -3.225 -0.8506
C 3.231 3.477 -3.293 -0.2997
C 2.597 3.916 -1.899 -0.4184
C 2.060 5.427 -2.032 -0.3023
C 3.185 6.536 -2.376 0.1746
C 4.439 6.417 -1.406 -0.3880
C 5.002 7.809 -0.863 -1.0974
C 6.149 8.395 -1.783 0.8251
F 5.548 8.869 -2.975 -0.2629
F 7.172 7.486 -2.055 -0.2489
F 6.706 9.493 -1.104 -0.2619
N 2.345 7.762 -2.367 -0.2845
C 1.053 7.397 -2.987 0.1740
O 0.185 8.228 -3.279 -0.6415
C 1.060 5.791 -3.208 0.0493
C -0.339 5.049 -3.335 -0.8777
C -1.365 5.395 -2.155 -0.2865
O -2.530 4.562 -2.378 -0.2938
Si -3.935 5.172 -1.578 0.8210
C -3.985 4.839 0.308 -0.9040
C -4.299 7.025 -1.889 -1.0464
C -5.435 4.203 -2.330 -0.8036
H 2.699 1.153 1.926 0.2550
H 4.116 1.916 1.006 0.2021
H 2.435 2.276 0.414 0.0287
H 2.195 1.181 -1.594 0.1989
H 3.261 -0.294 -1.973 0.3403
H 4.781 2.328 -1.052 0.2433
H 5.329 0.831 -1.920 0.3674
H 5.341 2.686 -3.530 0.3142
H 4.030 1.505 -3.989 0.3132
H 2.375 3.098 -3.955 0.1865
H 3.703 4.333 -3.877 0.1829
H 1.673 3.269 -1.740 0.4482
H 3.310 3.917 -1.024 0.0179
H 1.515 5.756 -1.077 0.3547
H 3.462 6.416 -3.482 0.3171
H 5.265 5.898 -2.007 0.2027
H 4.234 5.771 -0.484 0.3097
H 4.150 8.525 -0.669 0.4255
H 5.493 7.595 0.147 0.3128
H 2.754 8.606 -2.778 0.3420
H 1.488 5.740 -4.270 0.3062
H -0.173 3.921 -3.413 0.1548
H -0.834 5.447 -4.289 0.3303
H -0.894 5.213 -1.126 0.1528
H -1.575 6.507 -2.216 0.1422
H -4.383 3.778 0.478 0.1515
H -4.786 5.528 0.748 0.2968
H -2.993 5.007 0.832 0.2942
H -3.469 7.604 -2.396 0.3069
H -4.617 7.477 -0.888 0.2858
H -5.228 7.103 -2.555 0.3074
H -5.339 3.131 -1.964 0.0146
H -5.282 4.206 -3.457 0.2644
H -6.432 4.675 -2.058 0.3120
O 1.488 -5.318 4.974 -0.4738
C 1.636 -4.164 4.611 0.6852
C 1.772 -3.054 5.556 -1.0455
C 1.915 -1.802 5.116 0.3450
O 2.044 -0.763 5.977 -0.5851
C 1.938 -1.488 3.658 0.7946
O 2.051 -0.331 3.294 -0.5858
C 1.826 -2.601 2.713 -0.7480
C 1.687 -3.853 3.153 0.3099
O 1.585 -4.896 2.293 -0.5717
H 1.751 -3.296 6.611 0.4648
H 2.130 0.030 5.415 0.3332
H 1.863 -2.361 1.658 0.5568
H 1.492 -5.688 2.856 0.2331
O -7.897 -3.390 -2.792 -0.6186
C -7.453 -2.413 -2.216 0.8841
C -7.710 -2.151 -0.798 -0.8977
C -7.217 -1.060 -0.209 0.3258
O -7.443 -0.803 1.104 -0.5800
C -6.395 -0.072 -0.965 1.0256
O -5.978 0.922 -0.397 -0.6068
C -6.117 -0.346 -2.377 -0.8883
C -6.608 -1.439 -2.965 0.3472
O -6.359 -1.710 -4.271 -0.5734
H -8.310 -2.874 -0.261 0.4257
H -6.985 0.040 1.286 0.3455
H -5.505 0.370 -2.910 0.4701
H -6.823 -2.549 -4.454 0.3499
O 0.942 -12.379 6.328 -0.6141
C 1.397 -11.355 5.851 1.0190
C 0.717 -10.063 5.966 -0.8525
C 1.243 -8.966 5.414 0.4902
O 0.628 -7.763 5.513 -0.5295
C 2.531 -9.015 4.663 0.9321
O 2.971 -7.998 4.156 -0.5653
C 3.223 -10.303 4.568 -1.0468
C 2.699 -11.398 5.123 0.3444
O 3.326 -12.598 5.048 -0.5653
H -0.217 -10.042 6.511 0.4547
H 1.207 -7.130 5.034 0.3806
H 4.165 -10.322 4.036 0.4199
H 2.747 -13.224 5.522 0.3490
O -2.749 -7.125 -2.572 -0.6093
C -2.487 -6.895 -1.406 0.9209
C -2.266 -7.960 -0.424 -0.8619
C -1.997 -7.664 0.850 0.3151
O -1.787 -8.637 1.772 -0.5650
C -1.915 -6.251 1.319 1.0097
O -1.686 -6.022 2.493 -0.6286
C -2.113 -5.186 0.333 -0.9518
C -2.379 -5.482 -0.941 0.3857
O -2.562 -4.509 -1.868 -0.5713
H -2.330 -8.980 -0.777 0.4246
H -1.615 -8.167 2.611 0.3187
H -2.034 -4.165 0.683 0.4703
H -2.740 -4.978 -2.705 0.3469
```



No. 2
This record from the Open Molecules 2025 dataset describes a molecular structure, C42H50FeN3O5. The level of theory is ωB97M-V/def2-TZVPD.

Computed properties:
Multiplicity: 6
HOMO (alpha / beta) in hartree: -0.239 / -0.274
Frontier orbital gap (alpha / beta) in Eh: 0.2147 / 0.2452

```
101
Properties=species:S:1:pos:R:3:mulliken_charge:R:1
Fe 12.934 9.939 11.671 0.7658
O 14.114 6.675 13.268 -0.6861
C 15.010 7.560 13.288 0.2438
O 11.990 8.495 13.646 -0.0391
C 15.149 8.436 14.472 0.5507
C 16.330 8.932 14.991 -0.6503
C 16.485 10.273 15.549 -0.7718
C 15.754 11.385 15.221 -0.8078
C 14.546 11.242 14.482 1.1710
N 13.644 10.270 14.678 0.3486
C 14.157 12.177 13.315 -0.1609
O 14.776 13.197 13.017 -0.7350
O 13.116 11.707 12.633 0.0077
H 17.281 8.429 14.835 0.2688
H 17.364 10.378 16.193 0.4045
H 16.133 12.424 15.395 0.4111
C 12.512 8.175 14.918 -1.6564
C 13.856 8.914 15.141 2.0351
C 14.006 8.775 16.694 -1.7451
C 15.926 7.630 12.045 0.0880
C 17.243 7.099 12.026 -0.4876
C 17.879 6.829 10.863 -1.0585
C 17.324 7.234 9.655 -0.2257
C 15.987 7.646 9.563 -0.4325
C 15.398 7.709 8.139 1.7379
C 15.280 6.242 7.671 -1.4824
C 16.043 8.626 7.053 -1.5105
C 15.375 8.084 10.774 0.1729
N 14.378 9.104 10.649 0.5107
C 14.792 10.234 10.001 -0.1088
C 14.072 11.113 9.158 0.8270
C 14.922 11.792 8.236 -1.1520
C 14.422 12.626 7.247 -1.2641
C 13.038 12.825 7.261 -0.6297
C 12.229 12.285 8.248 -0.8339
C 12.654 11.395 9.231 0.1064
N 11.829 10.761 10.111 1.8543
C 10.456 10.721 9.904 -0.0057
C 9.534 11.343 10.783 -0.3157
C 8.177 10.994 10.692 -0.7483
C 7.653 10.412 9.533 -1.3377
C 8.563 9.978 8.526 -0.1940
C 9.933 10.069 8.724 -0.1576
C 10.796 9.374 7.677 2.1133
C 10.319 7.920 7.377 -1.2737
C 10.722 10.103 6.308 -1.6643
C 9.936 12.426 11.817 0.4388
C 11.012 13.411 11.351 -1.1688
C 9.954 11.851 13.263 -1.3297
H 11.825 8.476 15.714 0.5428
H 12.743 7.072 15.065 0.3887
H 11.395 7.761 13.343 -0.2456
H 12.851 10.387 14.017 -0.7396
H 14.540 7.820 16.915 0.3455
H 13.026 8.685 17.177 0.4917
H 14.506 9.629 17.122 0.3722
H 17.776 6.921 12.968 0.2960
H 18.862 6.360 10.930 0.3756
H 17.957 7.237 8.738 0.3843
H 14.327 8.040 8.238 -0.8906
H 16.271 5.770 7.666 0.3635
H 14.911 6.195 6.627 0.4733
H 14.589 5.641 8.279 0.3053
H 16.965 8.150 6.627 0.4099
H 16.240 9.642 7.384 0.3001
H 15.289 8.659 6.222 0.3372
H 15.863 10.471 10.017 0.3940
H 15.951 11.551 8.311 0.6959
H 15.062 13.084 6.479 0.3669
H 12.574 13.449 6.466 0.3914
H 11.183 12.542 8.235 0.8272
H 7.558 11.180 11.580 0.3944
H 6.568 10.291 9.427 0.3844
H 8.173 9.556 7.586 0.2616
H 11.824 9.344 8.024 -0.9127
H 9.399 7.933 6.734 0.3949
H 10.082 7.381 8.315 -0.0052
H 11.093 7.408 6.815 0.4867
H 9.799 9.777 5.740 0.4101
H 11.614 9.867 5.722 0.3507
H 10.656 11.183 6.379 0.3647
H 9.007 13.018 11.802 0.6264
H 12.039 13.035 11.393 -0.1539
H 10.965 14.282 12.045 0.4920
H 10.692 13.795 10.372 0.3542
H 10.454 10.853 13.280 0.0826
H 8.930 11.762 13.701 0.4472
H 10.551 12.495 13.927 0.3552
C 11.189 4.800 11.064 -0.4886
C 9.738 5.032 11.453 -0.7669
C 9.577 6.572 11.448 -0.4062
O 10.654 7.133 10.682 0.0075
C 11.548 6.064 10.285 0.2685
H 11.352 3.897 10.419 0.3648
H 11.808 4.739 11.977 0.1892
H 9.473 4.571 12.391 0.4084
H 9.060 4.606 10.676 0.2620
H 9.630 7.046 12.457 0.1361
H 8.618 6.866 11.017 0.2958
H 12.597 6.430 10.430 -0.4678
H 11.438 5.878 9.218 0.2553
```



| no. | total energy (eV) |
| --- | --- |
| 1 | -100784.7779 |
| 2 | -93456.0981 |